127
Properties=species:S:1:pos:R:3:lowdin_charge:R:1 method="wB97M-V/def2-TZVPD" total_charge=-2
Tl 0.69047 2.50338 1.33637 0.42
N -1.45089 0.47897 -8.63003 0.07
C -0.93696 0.48593 -7.32406 -0.34
C 0.15710 1.28683 -6.99556 -0.04
C 0.69962 1.25469 -5.72238 -0.08
C 0.13810 0.43415 -4.75688 -0.27
C -0.93756 -0.37598 -5.07956 -0.07
C -1.47472 -0.35750 -6.35562 -0.05
S 0.83350 0.23875 -3.10350 0.56
O 2.23817 -0.10462 -3.31963 -0.37
O 0.06131 -0.86130 -2.54895 -0.39
N 0.65906 1.43293 -2.10511 -0.08
C 0.60179 2.72702 -2.39221 -0.46
N 0.41977 3.60125 -1.35537 0.06
C 0.28875 4.87399 -1.66005 -0.15
C 0.35019 5.36787 -2.95955 -0.09
C 0.56102 4.42268 -3.93808 -0.17
N 0.68012 3.13254 -3.68736 0.09
H -1.29948 1.33966 -9.13140 0.07
H -2.40650 0.16539 -8.68664 0.07
H 0.56804 1.94730 -7.75173 0.10
H 1.52892 1.89200 -5.45963 0.10
H -1.34535 -1.00971 -4.30643 0.10
H -2.32407 -0.98371 -6.60657 0.10
H 0.11323 5.53807 -0.81729 0.10
H 0.22987 6.41725 -3.18530 0.08
H 0.62570 4.70883 -4.98739 0.10
Br 0.91847 1.66893 4.46482 0.66
C 0.62262 3.38043 5.30179 -0.57
C 0.47314 3.34836 6.66188 -0.18
C 0.28509 4.54908 7.36921 -0.12
C 0.25846 5.73209 6.68726 -0.07
C 0.40960 5.76980 5.28133 -0.19
C 0.39000 7.00223 4.59675 -0.09
C 0.56078 7.02674 3.23875 -0.11
C 0.74376 5.82963 2.52484 -0.17
C 0.76019 4.56840 3.09851 -0.20
C 0.59879 4.56396 4.52239 -0.24
H 0.50389 2.40569 7.19107 0.08
H 0.17129 4.52572 8.44695 0.09
H 0.12567 6.67164 7.21557 0.10
H 0.24434 7.91180 5.17243 0.09
H 0.54980 7.97863 2.71269 0.09
H 0.87705 5.91315 1.44666 0.06
S 5.23619 3.44424 0.84212 0.55
C 5.13313 1.82440 1.11977 -0.95
N 4.89214 1.23436 2.31429 0.03
C 4.87140 -0.21799 2.22156 -0.14
C 5.21064 -0.48235 0.74034 -0.14
N 5.45406 0.85406 0.21527 0.01
H 4.32958 1.71759 2.99559 0.13
H 3.89843 -0.62109 2.49730 0.08
H 5.62863 -0.64369 2.88705 0.11
H 4.39194 -0.97961 0.21664 0.08
H 6.11216 -1.09186 0.63345 0.11
H 5.30712 1.05178 -0.75947 0.13
C -5.05753 5.81689 0.59744 -0.21
Si -4.62247 4.03887 1.12621 0.41
C -5.58683 3.74307 2.74304 -0.20
C -5.46578 2.92753 -0.17291 -0.20
C -2.86194 3.66217 1.28576 -0.29
C -1.69337 3.28339 1.38159 -0.25
H -6.13807 5.97324 0.55605 0.01
H -4.65083 6.03560 -0.39201 0.02
H -4.63973 6.54726 1.29287 0.02
H -6.62943 4.06265 2.67287 0.01
H -5.12516 4.28574 3.57011 0.02
H -5.57901 2.68312 3.00479 0.01
H -6.52263 3.16803 -0.31267 0.01
H -5.39579 1.87806 0.12041 0.01
H -4.96856 3.02883 -1.13978 0.02
C 2.15953 -7.09214 -1.63206 -0.05
C 2.89527 -5.87858 -1.05038 -0.52
C 3.72545 -6.39892 0.13404 -0.05
C 3.86113 -5.33837 -2.11293 -0.05
C 1.87194 -4.79117 -0.55864 -0.42
O 1.23750 -5.32396 0.59205 -0.01
C 0.83080 -4.38723 -1.62222 -0.09
C -0.42026 -5.26537 -1.81817 -0.13
C -1.58578 -5.01901 -0.89198 -0.22
C -1.86798 -5.90722 0.14051 -0.04
C -3.04660 -5.81558 0.86540 -0.11
C -3.95723 -4.82464 0.54350 -0.68
Cl -5.49375 -4.76961 1.36175 0.63
C -3.67308 -3.88419 -0.43131 -0.12
C -2.48480 -3.98521 -1.13749 -0.03
C 2.70089 -3.50398 -0.22872 -0.05
N 2.12189 -2.57027 0.71931 -0.09
C 2.02282 -1.22225 0.62869 -0.15
N 1.70066 -0.71468 1.79680 0.06
C 1.57969 -1.80528 2.58543 -0.24
N 1.84288 -2.94754 1.98636 0.10
H 2.86415 -7.91178 -1.79354 0.08
H 1.69541 -6.85092 -2.58852 0.08
H 1.39999 -7.43279 -0.92808 0.08
H 4.43639 -7.14610 -0.22644 0.08
H 3.07677 -6.85713 0.87750 0.08
H 4.29251 -5.60630 0.62199 0.08
H 4.40670 -6.17369 -2.55705 0.08
H 4.59271 -4.65726 -1.67755 0.08
H 3.34194 -4.80992 -2.91273 0.08
H 1.09881 -4.60783 1.23621 0.07
H 1.34821 -4.31485 -2.58291 0.12
H 0.49253 -3.38392 -1.38129 0.11
H -0.17622 -6.32300 -1.76534 0.08
H -0.77176 -5.05186 -2.83192 0.12
H -1.16121 -6.69234 0.37773 0.11
H -3.26903 -6.51687 1.65817 0.10
H -4.38001 -3.09718 -0.65465 0.11
H -2.25336 -3.24593 -1.89412 0.12
H 2.87019 -2.93792 -1.14569 0.14
H 3.65801 -3.81479 0.19482 0.11
H 2.21917 -0.66663 -0.26789 0.13
H 1.31973 -1.73949 3.62913 0.11
C -1.61810 -1.81129 1.81040 -0.31
P -1.53118 0.04836 1.76060 0.77
C -2.25860 0.23464 0.07885 -0.28
C -3.02929 0.40959 2.78374 -0.30
H -2.64261 -2.15962 1.67210 0.02
H -1.23568 -2.19426 2.75726 0.02
H -1.00116 -2.19713 0.99556 0.02
H -3.10896 -0.44133 -0.05255 0.03
H -1.47582 -0.00409 -0.63767 0.01
H -2.57121 1.26789 -0.05898 0.01
H -3.88980 -0.20656 2.50545 0.03
H -3.26160 1.46148 2.63035 -0.01
H -2.78904 0.24877 3.83654 0.03

---

119
Properties=species:S:1:pos:R:3:mulliken_spin:R:1 method="wB97M-V/def2-TZVPD" s_squared=6.090 multiplicity=5 total_charge=0
Rh -0.14061 -0.46114 0.08371 0.65
C -1.78248 -2.16551 2.93774 0.01
Si -0.21784 -1.79581 1.96240 0.15
C 0.94811 -0.83488 3.06556 0.25
C 1.81163 -1.38914 4.07654 -0.05
C 2.81866 -0.66917 4.60161 0.26
C 3.11347 0.70313 4.08353 0.03
C 1.90182 1.35874 3.49861 0.33
C 0.95848 0.59444 2.88590 0.06
P -0.35358 1.15997 1.72955 -0.07
C -1.79996 1.28667 2.88524 -0.03
C -3.17777 0.91112 2.29900 0.02
C -4.06989 2.08017 1.88285 0.00
C -4.14335 3.13398 2.98692 0.00
C -2.74576 3.64799 3.32291 0.00
C -1.84383 2.51507 3.81576 0.00
C 0.01709 2.78005 0.90475 -0.05
C -1.12457 3.11467 -0.07816 0.05
C -0.73596 4.26506 -1.00925 0.00
C -0.34462 5.50301 -0.20426 0.00
C 0.78393 5.17986 0.76852 0.00
C 0.40484 4.03199 1.71077 0.05
C 0.18942 -3.54741 1.39548 0.02
C 0.38324 -4.60956 2.29447 -0.01
C 0.41688 -5.92376 1.86006 0.00
C 0.22034 -6.21207 0.51137 0.00
C 0.02364 -5.17920 -0.38994 0.00
C 0.02192 -3.84683 0.04209 -0.01
P -0.17768 -2.45602 -1.13779 -0.10
C 0.93015 -3.05476 -2.53385 0.00
C 1.82451 -1.94477 -3.10569 0.00
C 2.69554 -2.49537 -4.23369 0.00
C 1.85818 -3.01392 -5.42500 0.00
C 0.38998 -3.19846 -5.04112 0.00
C 0.25899 -3.87694 -3.67738 0.00
C -1.92154 -2.58295 -1.73443 0.03
C -2.18010 -1.47553 -2.76932 0.02
C -3.58469 -1.60438 -3.39646 0.00
C -4.55780 -2.35020 -2.47303 0.00
C -4.30120 -1.96602 -1.01789 0.00
C -2.90657 -2.43656 -0.55686 -0.12
H -1.59381 -3.06219 3.54106 0.00
H -2.62279 -2.39463 2.27315 0.02
H -2.08337 -1.37048 3.61783 -0.01
H 1.68213 -2.42532 4.37901 0.02
H 3.49621 -1.10164 5.33190 0.00
H 3.56229 1.32377 4.86219 0.00
H 1.90202 2.43354 3.41847 -0.01
H -1.51256 0.44970 3.51523 0.01
H -3.71209 0.35204 3.07578 0.00
H -3.04384 0.21404 1.46598 0.06
H -5.06621 1.69512 1.65332 0.00
H -3.69995 2.54110 0.96216 0.00
H -4.58991 2.68733 3.88417 0.00
H -4.79219 3.95905 2.68621 0.00
H -2.78864 4.43021 4.08336 0.00
H -2.32638 4.10965 2.42859 0.00
H -2.24410 2.17356 4.77657 0.00
H -0.83400 2.87593 4.02565 -0.01
H 0.87221 2.51006 0.28332 0.03
H -2.00458 3.42025 0.48641 0.01
H -1.40767 2.22854 -0.65219 0.01
H -1.57057 4.49513 -1.67503 0.00
H 0.10494 3.95598 -1.64126 0.00
H -1.21686 5.85759 0.35988 0.00
H -0.04790 6.31581 -0.87018 0.00
H 1.06026 6.06073 1.35018 0.00
H 1.67095 4.89626 0.19408 -0.01
H -0.42924 4.35717 2.33734 0.00
H 1.24125 3.82628 2.37171 -0.03
H 0.51085 -4.40676 3.35466 0.00
H 0.58190 -6.72661 2.56843 0.00
H 0.22351 -7.23912 0.16779 0.00
H -0.11955 -5.41189 -1.44038 0.00
H 1.59780 -3.72510 -1.99155 0.00
H 2.46589 -1.55718 -2.31494 0.03
H 1.22809 -1.09563 -3.45387 -0.01
H 3.30978 -3.30572 -3.82691 0.00
H 3.39524 -1.72467 -4.56192 0.00
H 2.25844 -3.97078 -5.76917 0.00
H 1.93009 -2.32989 -6.27327 0.00
H -0.12895 -3.79106 -5.79628 0.00
H -0.10934 -2.22543 -5.01960 0.00
H 0.74698 -4.85569 -3.73362 0.00
H -0.78827 -4.08413 -3.48251 0.00
H -2.08078 -3.55666 -2.19429 0.00
H -1.41441 -1.47627 -3.54825 0.00
H -2.07850 -0.51334 -2.25821 0.02
H -3.51997 -2.11371 -4.36108 0.00
H -3.97744 -0.60501 -3.59779 0.00
H -4.42670 -3.43097 -2.58556 0.00
H -5.58880 -2.13337 -2.75783 0.00
H -5.06751 -2.38556 -0.36483 0.00
H -4.37531 -0.87648 -0.92219 0.00
H -2.97703 -3.38837 -0.02436 0.00
H -2.50348 -1.71555 0.16029 0.13
S 3.48524 -1.57008 1.25386 0.83
C 3.68460 0.06810 1.65128 0.22
C 4.24847 0.62533 2.93145 0.06
C 4.78462 2.02355 2.69741 0.23
C 5.69728 2.54223 3.67410 -0.03
N 6.40673 2.91039 4.50442 0.10
C 4.33238 2.79194 1.65722 0.01
C 3.44955 2.27758 0.67310 0.21
C 3.13467 0.92749 0.70359 0.03
S 2.17541 0.04058 -0.47400 0.50
C 4.75407 4.17407 1.52958 0.00
N 5.05527 5.27595 1.39597 -0.02
H 5.02888 -0.01998 3.33635 0.04
H 3.09842 2.92030 -0.12158 0.03
C 0.34377 1.48394 -5.22120 0.00
S 0.90732 1.64853 -3.51880 0.01
C 2.68324 1.56960 -3.79588 0.02
H 0.73000 0.56203 -5.66308 0.00
H 0.64806 2.33567 -5.82929 0.00
H -0.74570 1.43630 -5.20354 0.00
H 3.04108 2.45418 -4.32037 0.00
H 2.93976 0.67185 -4.36318 0.00
H 3.15770 1.50528 -2.81626 0.00

---

134
Properties=species:S:1:pos:R:3:lowdin_charge:R:1 method="wB97M-V/def2-TZVPD" total_charge=+1
C 1.55924 3.92794 2.78333 -0.02
C 1.22749 2.51091 2.26163 -0.15
C 0.18338 1.83862 2.96193 -0.12
C -0.60746 2.41697 4.10504 -0.05
C -2.12898 2.37679 3.63884 -0.40
O -2.85170 1.48922 4.42454 -0.06
C -2.76775 3.80877 3.59103 -0.22
N -4.11956 3.64730 3.04567 0.01
C -0.16089 0.51835 2.59232 0.06
C 0.50212 -0.06148 1.52417 -0.08
C 1.52067 0.56799 0.75320 -0.03
C 1.91281 1.91369 1.17452 -0.18
C 3.03727 2.70617 0.48664 -0.15
C 4.45627 2.16436 0.88472 -0.32
O 5.35751 3.23501 1.15365 -0.06
C 2.07069 -0.23975 -0.41841 -0.21
O 3.19071 -0.08017 -0.91337 -0.10
C 1.16399 -1.32104 -1.01375 -0.06
C 1.46087 -1.67324 -2.48031 -0.19
C 0.89836 -0.64572 -3.55018 -0.38
C 0.75481 -1.38350 -4.94486 -0.15
O 1.83050 0.41258 -3.76042 -0.13
C 1.13100 1.45985 -4.47676 -0.13
C 1.70526 2.78098 -3.94275 -0.15
C 3.03214 3.02632 -4.17296 0.02
C 3.61893 4.23710 -3.65547 0.04
C 2.81149 5.11298 -2.91746 -0.06
C 1.46058 4.90628 -2.68117 -0.14
C 0.85353 3.68115 -3.20390 -0.25
C 0.21379 -1.91134 -0.28549 -0.05
C -0.77289 -2.99372 -0.69597 -0.14
C -1.69574 -2.61427 -1.86604 -0.16
C -2.70996 -1.46758 -1.53384 -0.22
C -2.82015 -1.08909 -0.02421 -0.18
S -4.27067 0.00111 0.22054 0.61
O -4.89664 -0.23979 1.47636 -0.25
O -3.76479 1.36011 0.21345 -0.33
O -5.29733 -0.10814 -1.01526 -0.15
C 0.09072 -1.48102 1.17259 -0.29
O -0.31437 -2.21721 2.03204 0.16
H 0.73299 4.63597 2.60598 0.09
H 2.54027 4.29400 2.45508 0.06
H 1.62625 3.82117 3.88327 0.09
H -0.55203 1.73318 4.97299 0.15
H -0.31321 3.43297 4.41083 0.10
H -2.22603 1.99901 2.59285 0.13
H -2.86211 0.67879 3.83375 0.06
H -2.76397 4.27451 4.58908 0.12
H -2.16599 4.40149 2.85625 0.10
H -4.75133 4.37110 3.36337 0.06
H -4.09752 3.57616 2.03556 0.06
H -0.97062 -0.03454 3.17127 0.11
H 2.89505 2.70996 -0.61051 0.08
H 3.05974 3.77290 0.76908 0.10
H 4.39645 1.46121 1.76586 0.15
H 4.84553 1.69452 -0.04412 -0.09
H 4.94723 3.85506 1.77277 0.10
H 1.16300 -2.74199 -2.70941 -0.07
H 2.58125 -1.62251 -2.57655 0.01
H -0.12180 -0.31082 -3.29299 0.05
H 0.91638 -2.47506 -4.85440 -0.09
H 1.51894 -0.99187 -5.64899 0.09
H -0.26299 -1.24072 -5.46545 -0.08
H 1.41732 1.35622 -5.54007 0.14
H 0.03723 1.40745 -4.33615 0.07
H 3.61538 2.29927 -4.74601 0.14
H 4.68488 4.39298 -3.85987 0.13
H 3.27052 6.01762 -2.50833 0.13
H 0.83194 5.58180 -2.09867 0.10
H -0.21127 3.41291 -3.07606 0.05
H -1.32186 -3.32661 0.19721 0.11
H -0.17041 -3.85984 -1.02772 0.10
H -1.18041 -2.35294 -2.80741 0.07
H -2.29438 -3.51326 -2.09544 0.11
H -3.71415 -1.81893 -1.84066 0.11
H -2.54353 -0.55661 -2.13113 0.03
H -1.96312 -0.43873 0.21919 0.10
H -2.94260 -1.93798 0.66334 0.11
H -4.92515 0.47867 -1.70129 0.10
Be 1.07353 -4.15534 -3.99704 0.57
C -3.48865 -8.18104 -0.64494 0.03
C -2.82045 -7.34837 -1.43952 0.02
C -1.89245 -6.33853 -0.88274 -0.36
O -1.28258 -5.56695 -1.60413 0.02
C -1.72781 -6.29137 0.58513 0.03
C -2.39146 -7.12189 1.38411 0.05
C -3.32759 -8.13365 0.83147 -0.37
O -3.93380 -8.89287 1.55297 0.13
H -4.17397 -8.92480 -1.03146 0.13
H -2.92507 -7.36684 -2.51725 0.12
H -1.04074 -5.54793 0.97174 0.12
H -2.27944 -7.09692 2.46184 0.11
Br -2.08193 -0.35683 -4.83119 -0.04
Br 0.21176 3.32072 -1.03356 0.94
K 5.55490 0.31408 -0.39952 1.06
C 2.07118 -3.99301 4.48032 -0.06
C 2.57996 -2.65525 4.99572 -0.49
C 1.82807 -2.22356 6.24439 -0.05
O 2.42805 -1.66110 3.97838 -0.08
H 1.01328 -3.92778 4.21140 0.08
H 2.61263 -4.28687 3.57731 0.07
H 2.19140 -4.77693 5.22959 0.08
H 3.64766 -2.72778 5.21570 0.13
H 0.76229 -2.10100 6.03210 0.09
H 2.19564 -1.25828 6.59792 0.08
H 1.94135 -2.95512 7.04617 0.08
H 1.48435 -1.59019 3.77788 0.06
C 2.29126 6.44821 -6.88176 -0.11
C 3.08624 7.74514 -6.95186 -0.26
C 4.34394 7.61704 -7.81201 -0.19
C 5.30195 6.68002 -7.22384 -0.24
N 6.05166 5.93938 -6.76530 0.14
H 2.87216 5.65506 -6.40408 0.05
H 1.38185 6.59509 -6.29605 0.07
H 1.99826 6.10920 -7.87697 0.08
H 3.35336 8.06373 -5.94121 0.11
H 2.45039 8.52688 -7.37130 0.11
H 4.81710 8.59622 -7.90813 0.12
H 4.08046 7.29553 -8.82164 0.13
F -2.17281 -0.82685 4.10781 -0.49
C -4.39443 -2.14948 4.90037 -0.03
C -3.89847 -3.34077 4.12323 -0.33
C -4.69606 -4.59695 4.34736 -0.09
O -3.72504 -5.62138 4.08508 0.04
C -2.50684 -5.08176 4.38510 -0.57
O -1.49681 -5.71399 4.47579 0.13
O -2.59519 -3.74986 4.56514 0.09
H -4.33289 -2.33249 5.97520 0.09
H -3.76936 -1.27701 4.69296 0.04
H -5.42728 -1.91390 4.63618 0.09
H -3.83106 -3.09293 3.05887 0.15
H -5.54441 -4.68258 3.67061 0.14
H -5.04605 -4.70936 5.37632 0.14
K 3.58679 -3.34681 -3.06881 0.74

---

no.,DFT total energy (Ha)
1,-7180.02810
2,-4215.53714
3,-9852.21956